Record 1
Density functional theory data (ωB97M-V/def2-TZVPD) for a structure of composition C5H8N3O3.

Calculated values
Gap between HOMO and LUMO (alpha / beta) (Ha): 0.2547 / 0.3328
LUMO (alpha / beta) (eV): -4.2 / -7.0
Charge: +1
Highest occupied orbital energy (alpha / beta) (eV): -11.14 / -16.01
Multiplicity: 3

Structure (XYZ):
```
19
Properties=species:S:1:pos:R:3:forces:R:3
H 1.5733 -3.0324 0.4281 0.122 2.713 -0.939
H 1.2059 2.7250 0.9383 -0.068 -0.645 1.077
H 1.8578 -2.2252 -1.2339 0.094 0.883 2.541
N 0.4151 -1.2629 -0.0256 3.800 5.124 0.420
C 1.6502 2.2717 0.0672 0.463 1.009 0.106
H 2.7402 2.6711 0.0812 -1.970 -1.253 -0.728
N -1.8201 -0.1674 -0.0869 2.292 -3.496 -0.295
H 2.4154 -1.3927 0.3901 1.194 0.837 0.437
H -1.0839 1.6698 0.2835 -0.108 2.174 0.107
O -3.9562 -0.8164 0.1247 -0.645 -0.439 0.124
C -0.7739 -1.7086 -0.0508 -5.318 3.177 0.409
O -3.4883 1.3195 0.0296 -0.257 -0.146 0.133
C -0.8384 0.7176 -0.0305 -1.481 -0.414 0.333
C 1.6678 -1.9427 -0.0847 -0.606 -5.642 -2.307
C 0.4111 0.1451 -0.0317 3.840 0.764 0.275
H -1.2462 -2.5601 -0.2325 -1.817 -3.375 -0.795
N -3.2806 0.1432 0.0631 1.892 0.286 -0.142
H 0.9432 2.6371 -0.6744 0.843 0.092 -0.872
O 1.6076 0.8084 0.0452 -2.267 -1.649 0.114
```
Positions in Å, forces in eV/Å.

Atom-resolved charges from Löwdin, all expressed in e:
1. H 0.163
2. H 0.091
3. H 0.160
4. N -0.118
5. C 0.007
6. H 0.152
7. N 0.157
8. H 0.070
9. H 0.125
10. O 0.181
11. C 0.180
12. O 0.153
13. C 0.005
14. C 0.010
15. C -0.150
16. H 0.081
17. N -0.368
18. H 0.098
19. O 0.004

Record 2
Density functional theory data (ωB97M-V/def2-TZVPD) for a cluster of 2 separate species, CHNO6S in total.

Calculated values
Gap between HOMO and LUMO (alpha / beta) (Ha): 0.3044 / 0.2875
LUMO (alpha / beta) (eV): -1.9 / -2.3
Charge: 0
Highest occupied orbital energy (alpha / beta) (eV): -10.20 / -10.13

Structure (XYZ):
```
10
Properties=species:S:1:pos:R:3:forces:R:3
O 1.1992 -0.2675 0.4345 -0.206 -0.363 -0.012
O 2.2143 0.0786 -1.5238 0.740 0.102 -1.381
O -1.9444 -1.4551 -0.3357 -0.923 2.487 1.808
C 1.2257 0.0450 -0.9107 -2.558 -0.006 2.653
H -0.2563 0.4777 -2.1774 0.627 -0.077 0.580
O -0.0562 1.6407 1.3556 -0.477 0.050 0.124
O -0.0984 0.2653 -1.2333 0.817 0.134 -1.510
N -2.1638 -0.5174 0.2915 1.299 -2.609 -1.427
O 0.0311 -0.4785 2.6845 -0.123 0.432 -1.574
S -0.1512 0.2111 1.4147 0.804 -0.151 0.740
```
Positions in Å, forces in eV/Å.

Atom-resolved charges from Löwdin, all expressed in e:
1. O -0.134
2. O 0.207
3. O 0.079
4. C -0.609
5. H 0.153
6. O -0.309
7. O 0.028
8. N 0.130
9. O -0.319
10. S 0.773

Record 3
Density functional theory data (ωB97M-V/def2-TZVPD) for a cluster of 4 separate species, C3H12O4 in total.

Calculated values
Gap between HOMO and LUMO (Ha): 0.3832
LUMO (eV): 0.6
Charge: 0
Highest occupied orbital energy (eV): -9.85
Structure (SMILES): C=CCO.O.O.O

Structure (XYZ):
```
19
Properties=species:S:1:pos:R:3:forces:R:3
H 0.5604 -2.3282 -0.5913 3.026 -1.683 -0.565
H -2.4141 2.7769 -0.2920 -0.861 -0.444 -0.273
H -0.3210 2.8380 -0.0008 -1.313 -2.131 1.872
H -3.7092 0.3565 -1.7168 -0.895 0.110 1.410
H 1.8250 0.7250 1.9779 -0.029 -1.640 -2.847
H 2.6534 -2.4529 1.4088 -1.818 -0.409 -1.132
O 3.3997 -2.3924 1.9577 1.957 0.297 0.641
H 3.0836 -2.2902 2.8499 -0.259 0.018 0.382
H -0.6986 1.1262 -1.5141 0.878 -0.344 -0.611
O -0.7962 2.1423 0.6062 3.271 2.738 -0.151
H 2.5605 -0.2869 1.0035 1.662 -0.838 0.269
H -2.5098 0.2076 -2.9216 0.488 -0.745 0.701
H 2.1001 -2.2736 -0.9674 1.124 1.355 -0.551
C -2.6603 0.3816 -1.8363 0.836 -0.079 -3.534
O 1.4375 -2.8905 -0.7491 -4.097 0.453 1.197
O 1.7805 0.2197 1.0687 -1.563 2.436 2.549
C -2.0053 1.8102 0.0243 0.264 -0.017 0.386
C -1.6810 0.9448 -1.1679 -2.707 0.940 1.225
H -2.6051 1.3858 0.8603 0.036 -0.017 -0.969
```
Positions in Å, forces in eV/Å.

Atom-resolved charges from Löwdin, all expressed in e:
1. H 0.117
2. H 0.118
3. H 0.147
4. H 0.046
5. H 0.109
6. H -0.027
7. O -0.026
8. H 0.039
9. H 0.093
10. O -0.132
11. H -0.034
12. H 0.064
13. H -0.009
14. C -0.010
15. O -0.082
16. O -0.091
17. C -0.306
18. C -0.152
19. H 0.136

Calculated calculated total energy in order - -584.6954; -942.9726; -422.3676 Ha
Calculated energy relative to the best compared isomer or geometry (same formula, charge and spin) in order - 473.1; 127.5; 246.4 kJ/mol